# 1
52
Properties=species:S:1:pos:R:3:lowdin_charge:R:1 method="wB97M-V/def2-TZVPD" charge=+2 orbital_gap_ev="6.4 / 5.7" homo_energy_ev="-11.83 / -15.29" spin_multiplicity=5 energy_ha=-1190.1005
C -2.54089 -0.05430 -3.89575 -0.017
C -2.20496 -1.17525 -3.14434 -0.021
C -1.43654 -1.04579 -1.96363 -0.232
C -1.15548 0.23862 -1.50038 -0.135
C -1.36622 1.34771 -2.31563 -0.302
C -2.08558 1.20549 -3.50675 0.000
C -0.93194 -2.26728 -1.26138 -0.121
C -0.26791 -3.30183 -2.19937 -0.112
N 1.10756 -3.03758 -2.52216 -0.102
Pd -0.55530 0.60358 0.47548 0.597
C -0.79462 2.66640 -1.89200 -0.251
P 0.51641 2.24150 -0.67655 0.788
H -2.53369 -2.16731 -3.45985 0.126
H -2.26368 2.08468 -4.12731 0.134
H -3.14654 -0.15960 -4.79958 0.132
H -1.52173 3.30846 -1.36943 0.117
H -0.33990 3.24005 -2.71001 0.115
H -0.22227 -1.97264 -0.47522 0.088
H -1.76411 -2.78129 -0.75378 0.145
H -0.28321 -4.27155 -1.67197 0.157
C 1.02880 3.82123 0.01034 -0.231
C 1.87177 1.62915 -1.70385 -0.216
H -0.82603 -3.39632 -3.14042 0.134
C 1.49762 -2.39771 -3.73588 0.017
C 2.11900 -3.23571 -1.52680 0.010
H -0.10967 1.21473 2.08530 0.041
H 2.00272 -3.11045 -4.41347 0.143
H 0.61970 -1.98247 -4.24952 0.115
H 2.22386 -1.59255 -3.52530 0.119
H 2.97082 -3.79371 -1.95112 0.136
H 2.51397 -2.27211 -1.15273 0.127
H 1.69849 -3.80202 -0.68436 0.118
H 2.17171 2.41205 -2.41412 0.074
H 2.70971 1.38039 -1.04054 0.059
H 1.58016 0.72741 -2.25515 0.033
H 1.15477 4.54055 -0.81213 0.071
H 0.27406 4.19478 0.71694 0.068
H 1.98710 3.68147 0.52904 0.066
H 0.35776 1.62304 1.63272 0.049
C 0.57378 -1.14745 3.29466 -0.085
C -0.92339 -0.86015 3.21810 -0.496
C -1.31096 0.34962 4.06732 -0.083
C -1.43744 -0.72847 1.77304 -0.152
H 1.16464 -0.29365 2.94854 0.059
H 0.83524 -2.01717 2.68249 0.075
H 0.85124 -1.36740 4.33438 0.098
H -1.44398 -1.73873 3.63594 0.154
H -0.65004 1.19992 3.88034 0.061
H -2.33901 0.65707 3.84966 0.087
H -1.24536 0.09470 5.13294 0.099
H -1.39220 -1.70613 1.27297 0.055
H -2.48973 -0.40694 1.78818 0.091

=====

# 2
52
Properties=species:S:1:pos:R:3:lowdin_charge:R:1 method="wB97M-V/def2-TZVPD" charge=0 orbital_gap_ev=7.3 homo_energy_ev=-6.89 energy_ha=-2842.2454
C -1.30938 0.98650 -3.66424 -0.096
C -0.17975 1.59797 -3.12870 -0.056
C 0.24035 1.29818 -1.81385 -0.282
C -0.46448 0.37393 -1.05192 -0.192
C -1.62056 -0.20558 -1.57894 -0.320
C -2.01743 0.06157 -2.90350 -0.060
C 1.47557 2.00796 -1.29707 -0.153
C 1.63681 2.16833 0.21921 -0.245
N 0.53542 2.73980 0.96923 -0.255
Zn 0.25863 -0.27403 0.73298 0.428
C -2.44354 -1.15061 -0.72347 -0.302
P -2.07506 -0.80917 1.04985 0.831
H 0.40899 2.31505 -3.70430 0.107
H -2.89055 -0.46825 -3.30361 0.107
H -1.62877 1.22540 -4.68175 0.099
H -2.17082 -2.20490 -0.90482 0.096
H -3.52686 -1.03194 -0.88080 0.093
H 2.37659 1.45432 -1.62438 0.123
H 1.56611 3.01619 -1.73588 0.118
H 1.92172 1.18558 0.67075 0.079
C -2.95437 -2.15194 1.90236 -0.275
C -3.15359 0.64964 1.30123 -0.253
H 2.52813 2.80722 0.37348 0.111
C -0.62777 3.32265 0.30373 -0.072
C 0.99410 3.58798 2.07523 -0.090
H 1.18476 -0.93503 2.22750 0.089
H -0.78325 4.35998 0.64724 0.077
H -0.57423 3.31087 -0.78745 0.083
H -1.52817 2.77237 0.60916 0.053
H 0.55609 4.60248 1.99199 0.076
H 0.67002 3.17139 3.04162 0.078
H 2.09494 3.67502 2.07936 0.079
H -4.20090 0.33181 1.20539 0.049
H -2.96951 1.03070 2.31421 0.045
H -2.94566 1.44080 0.56934 0.030
H -4.00007 -2.19942 1.56045 0.048
H -2.43789 -3.10120 1.69620 0.042
H -2.92112 -1.93444 2.97942 0.042
H 0.49555 -0.60884 2.52266 0.067
C 1.48220 -3.89977 0.66328 -0.102
C 2.35326 -2.66311 0.45335 -0.556
C 3.58190 -3.07731 -0.35999 -0.105
C 1.59641 -1.52509 -0.21657 -0.246
H 1.18020 -4.31416 -0.30507 0.079
H 0.57116 -3.68492 1.22786 0.057
H 2.03765 -4.67638 1.20582 0.074
H 2.70784 -2.29993 1.42525 0.100
H 3.29165 -3.50349 -1.32534 0.080
H 4.22013 -2.21448 -0.55684 0.068
H 4.16781 -3.82001 0.19430 0.070
H 2.31401 -0.80890 -0.63712 0.035
H 0.97570 -1.93078 -1.02686 0.050

=====

# 3
55
Properties=species:S:1:pos:R:3:lowdin_charge:R:1 method="wB97M-V/def2-TZVPD" charge=+2 orbital_gap_ev=6.1 homo_energy_ev=-16.51 relative_energy_kcal_mol=7.5 energy_ha=-1384.7454
Pd -0.64031 -1.80812 1.18609 1.159
C -0.84998 -0.46079 -0.67640 -0.011
C -1.76804 -0.09935 0.34759 -0.006
C -2.69598 -1.19026 0.57394 -0.063
C -2.25978 -2.26885 -0.18565 -0.072
C -1.08588 -1.79566 -0.96523 -0.039
H -0.07370 0.16677 -1.08796 0.162
H -1.81889 0.85843 0.84863 0.156
H -3.55635 -1.19116 1.22659 0.147
H -2.73054 -3.23884 -0.24608 0.146
H -0.53117 -2.41753 -1.65398 0.150
C 4.67549 -0.66655 4.56344 -0.010
C 3.73254 0.22284 3.79833 -0.573
C 4.21302 0.50098 2.38324 -0.022
C 3.39431 1.50049 4.53180 -0.014
O 2.42800 -0.52631 3.69318 -0.086
Si 1.79976 -1.41621 2.56810 0.099
O 0.97995 -0.62018 1.33280 -0.231
O 0.31836 -2.14560 3.10361 -0.218
C -0.49069 -1.79191 4.32923 -0.583
C 0.35653 -2.21677 5.52117 0.007
C -1.74600 -2.62575 4.23442 -0.020
C -0.77528 -0.30684 4.30840 -0.008
O 2.71340 -2.59925 1.98897 -0.067
C 2.41338 -3.85684 1.34579 -0.604
C 1.16896 -3.69949 0.46355 -0.035
C 3.59628 -4.17635 0.44386 0.001
C 2.21226 -4.91142 2.41337 0.002
H 5.64973 -0.18417 4.65435 0.108
H 4.82769 -1.62258 4.06037 0.093
H 4.30904 -0.86204 5.57170 0.099
H 5.09408 1.14216 2.41254 0.109
H 3.44972 1.02818 1.80699 0.092
H 4.49527 -0.42399 1.87429 0.090
H 4.30400 2.08115 4.68710 0.106
H 2.96463 1.28138 5.50954 0.097
H 2.69612 2.11495 3.96383 0.095
H 0.58263 -3.28155 5.47290 0.102
H -0.21530 -2.03171 6.43083 0.113
H 1.28241 -1.64868 5.57131 0.086
H -1.51921 -3.69129 4.22075 0.103
H -2.33082 -2.37719 3.34141 0.060
H -2.38187 -2.41973 5.09517 0.114
H 0.13980 0.28277 4.31388 0.089
H -1.36156 -0.03212 5.18498 0.115
H -1.36677 -0.04133 3.42434 0.074
H 1.30418 -2.83619 -0.18817 0.081
H 0.26609 -3.66404 1.14683 0.079
H 0.96693 -4.56564 -0.16715 0.121
H 3.72731 -3.40898 -0.31911 0.100
H 3.46426 -5.14225 -0.04311 0.105
H 4.50008 -4.21947 1.05054 0.106
H 1.40095 -4.64570 3.09317 0.081
H 3.12447 -5.02621 2.99729 0.108
H 1.97878 -5.87638 1.96100 0.108